142
Properties=species:S:1:pos:R:3:forces:R:3 method="wB97M-V/def2-TZVPD" smiles="CB(O)[C@@](CCCCOC(C)=O)(OCC[C@@H](C)F)[C@H](OCCCCCCCCSc1nnco1)c1ccccc1.O=[N+]([O-])c1ccccc1.O=[N+]([O-])c1ccccc1.O=[N+]([O-])c1ccccc1.O=[N+]([O-])c1ccccc1" mol_weight_da=1073.02 e_tot_ev=-107851.39844 homo_ev=-8.781
H 2.509021 5.015591 6.679257 -0.04 -0.13 -0.10
C 8.356769 7.091746 9.323972 -0.06 -0.18 0.03
O -1.573232 -4.524319 -3.843542 0.02 -0.27 0.00
C -9.166959 0.452856 -2.274028 0.09 -1.14 -0.04
C 3.219642 3.570707 0.419609 -0.77 0.23 -0.20
H 8.119303 3.837124 10.245980 -0.06 0.05 -0.05
O 1.034185 -1.654614 2.367572 0.31 1.11 -0.88
H -1.037219 -2.985650 1.950021 -0.22 1.20 -0.03
H -10.525619 2.151768 0.119700 0.48 -0.68 -0.84
H 1.712080 3.000667 -1.113765 0.64 -0.29 0.90
O 3.894958 -2.024765 2.928945 -0.60 1.18 -0.96
O -9.486712 3.185378 -10.023669 -0.21 0.02 0.19
H -8.466941 1.904080 -8.219213 -0.17 0.11 -0.09
C 4.090657 -2.126406 -3.866034 -1.16 1.19 -0.29
H 0.676480 -1.100404 0.420730 0.93 -0.72 0.09
C -10.477770 1.425503 -5.540808 0.02 0.01 0.02
H -6.899233 0.153331 -0.540258 0.64 -0.08 -0.87
H 4.860520 3.905881 -3.077706 0.39 -0.63 0.66
H 1.000236 -6.973604 -0.890356 0.17 1.11 0.43
C -6.068948 0.052019 -1.290759 0.77 -0.94 -0.11
C 1.591600 1.495358 0.545398 0.03 0.77 -0.80
O -11.475154 3.932676 -9.651582 0.22 -0.15 0.11
H 0.328262 -9.291898 -6.215701 -0.03 0.07 0.04
C 0.552490 -6.007469 -7.027759 -0.04 -0.16 0.08
C -9.346807 1.972310 -7.592539 0.17 -0.06 -0.05
C -0.213794 -0.972536 2.506285 -0.99 -0.83 1.52
H 0.870752 2.123532 1.143097 0.77 -0.71 -0.24
H 3.922976 3.158441 1.182998 -0.78 0.21 -0.48
C 0.455165 -3.493216 -0.500073 0.84 -0.91 0.46
H -5.667317 0.097126 1.358403 0.80 -0.65 -0.45
O 6.093382 3.498258 -0.122849 -0.94 0.25 0.25
H -10.483364 0.930790 -4.576254 -0.04 -0.01 -0.09
C 5.341328 3.197700 -2.351581 -0.68 0.60 -0.26
C 5.173936 3.705530 -0.872380 1.26 -0.49 -0.98
C 3.520714 3.187408 6.198028 -0.06 -0.08 -0.16
H -12.474189 3.310014 -7.518616 0.16 -0.01 -0.15
C 2.410278 3.951223 6.539937 -0.51 -0.38 -0.23
N -10.933834 0.357567 -1.105158 -0.26 2.00 1.81
C 3.613082 -1.609335 -1.378123 0.26 -0.06 -2.67
H 0.975386 -5.358456 -7.784985 -0.05 -0.01 0.07
H -2.042405 -2.084777 3.123265 0.67 0.10 -0.87
H 2.820141 -6.413017 0.805775 -0.57 1.06 -0.14
C 2.320000 -4.208686 0.979181 -0.99 -0.47 -1.13
H -0.310415 -0.728140 3.605706 0.38 -0.12 -1.08
N 5.113278 6.216196 7.691773 -0.13 0.10 -0.04
O 4.373858 -0.195383 5.523547 0.03 0.14 -0.10
C 1.128025 -5.928215 -0.518022 0.33 2.76 0.76
H -2.958995 -2.273802 0.653589 0.52 0.71 0.21
H -5.301625 -1.667259 1.353964 0.37 0.97 -0.36
H 9.014702 7.945920 9.427332 -0.07 -0.03 -0.03
H -5.752970 1.080662 -1.614143 -0.41 -0.96 0.27
C -1.425824 -1.955029 2.184863 -0.45 0.56 0.12
H 4.116309 -1.435915 3.670333 0.24 -0.48 0.01
H 4.844534 2.204004 -2.486860 0.27 0.80 0.31
H 6.022268 4.029210 8.972649 -0.06 0.16 -0.11
H -3.214720 0.670527 1.515976 -0.20 -0.94 0.20
C 1.034915 1.969426 6.524580 0.09 0.11 0.00
C 2.158418 -5.579120 0.463789 -1.35 0.85 -0.92
O -9.075631 1.506754 -1.407091 -1.25 -0.27 0.37
H 0.309786 3.938928 6.980244 0.06 -0.03 -0.03
C 2.540159 0.599313 1.426135 1.16 0.19 -0.65
N -1.429507 -5.734779 -3.873339 -0.25 0.06 0.02
C 2.926887 -1.902539 -4.922691 1.06 -0.20 0.98
H 2.811121 -2.802086 -5.572936 -0.05 0.88 0.36
H 3.222931 -0.979666 -5.494419 -0.50 -0.98 0.37
H 3.107346 -4.008092 1.737322 -0.72 -0.20 -0.60
C 0.189148 -8.220079 -6.144531 0.02 0.18 -0.05
C 2.409194 2.496137 -0.383856 0.39 -0.33 -0.07
H 2.019916 0.133940 6.041649 0.19 0.06 -0.02
H 0.067352 1.499239 6.654293 0.09 -0.02 -0.02
O -1.852158 -6.499950 -3.024217 0.10 0.17 -0.19
N -10.282109 -0.286321 -2.118408 2.72 2.68 0.30
H 6.240005 -0.923260 2.153266 -0.41 -0.40 -1.00
C -0.526460 -7.683253 -5.083788 -0.04 -0.20 0.12
H 6.421353 3.061206 -2.621511 -1.02 0.29 0.59
C 2.826279 -0.849298 0.770893 -0.57 0.56 2.47
C -9.352440 1.348681 -6.352382 -0.20 0.12 -0.11
C -3.504183 -0.405807 1.656384 -0.40 -0.52 -0.31
C 3.373014 1.817736 6.026147 -0.52 0.37 0.16
O 3.169921 -0.535417 -0.575345 -0.30 -1.10 0.25
C 1.172444 3.341793 6.706221 0.09 -0.07 -0.06
O 4.022182 4.386741 -0.495024 0.37 -1.32 -0.45
S -7.802409 0.261675 -3.446804 -0.51 -0.37 0.25
C 6.671745 4.890277 9.065627 -0.08 -0.21 0.01
H 6.925553 8.156371 8.143656 -0.13 -0.16 -0.04
C -2.406573 -1.395920 1.082284 -0.12 -0.52 0.34
H -0.222717 -2.698694 -0.902671 0.71 -0.71 0.47
H -0.942141 -8.343114 -4.333146 -0.03 0.21 0.04
N -10.478016 3.312379 -9.326827 -0.01 0.18 -0.34
B 4.071945 -1.370723 1.691182 1.13 -0.53 0.26
H -8.482001 0.799291 -6.020121 -0.07 0.04 -0.08
H 2.481912 4.277614 0.878115 0.87 -0.52 -0.17
O 4.394936 5.229063 7.616145 0.80 0.87 0.47
C 5.612593 -1.100734 1.234918 -1.10 1.07 0.38
C -0.164271 -5.463782 -5.971437 0.03 0.22 -0.05
H 0.947012 0.911208 -0.170853 0.68 0.28 0.87
C 8.694902 5.878535 9.911667 0.01 0.00 0.01
H 2.264761 0.530072 2.505226 -0.08 -0.13 -0.96
N 4.543781 1.004426 5.686617 0.24 0.02 -0.09
C -0.693295 -6.307520 -5.004019 0.32 -0.21 -0.45
H -0.279032 0.009012 1.968558 0.18 -0.89 0.07
H -4.805798 -1.762986 -0.912941 0.10 0.97 0.03
H 5.974145 -1.972861 0.636711 -0.04 0.81 0.45
H -0.298015 -4.391209 -5.914075 -0.08 -0.11 0.17
H 2.007529 -1.694722 -4.309091 0.68 -0.32 -0.86
C 3.974264 -0.972283 -2.802677 1.20 -0.90 1.23
H 3.251623 -0.161793 -3.064324 0.54 -0.76 0.08
C 1.471426 -3.129181 0.513396 -0.89 -2.17 -1.69
H -7.145495 -1.670529 -2.137872 0.81 0.57 -0.62
C 7.852761 4.780494 9.785290 0.03 0.17 -0.04
H -5.721624 -1.128758 -3.195055 -0.91 0.49 0.22
H 9.619833 5.788199 10.469973 -0.07 0.01 -0.03
H 5.008423 -0.548710 -2.669969 -1.02 -0.06 -0.34
H 4.551082 -2.131254 -1.057807 -0.81 0.50 0.34
O 4.873334 7.282370 7.158024 0.01 -0.28 0.11
O 5.617695 1.565645 5.588962 -0.25 -0.20 0.02
C 0.731141 -7.382968 -7.112316 0.01 -0.01 -0.01
C -10.247112 1.426279 -0.668822 -0.27 -2.85 -2.22
H 5.583343 -0.141595 0.636079 0.49 -1.14 0.24
H 4.037853 -3.131622 -3.374159 0.14 0.79 -0.49
H 3.135705 1.923407 -1.030293 -0.78 0.32 0.82
C 1.485843 -1.652778 0.983737 -0.78 -0.65 -0.55
C 6.347543 6.103701 8.473635 0.50 -0.08 0.32
H 3.554262 1.103814 1.401690 -1.00 -0.41 0.16
H -0.533992 -5.046127 -1.761010 0.93 0.37 1.01
H 1.296362 -7.804512 -7.935851 -0.04 0.03 0.05
C -11.597325 2.132990 -5.962057 0.18 -0.03 -0.05
H 2.854766 -2.404740 -1.610380 0.25 0.75 0.79
H 4.479279 3.667976 6.072848 -0.03 -0.25 -0.07
C -11.597473 2.761495 -7.199411 -0.21 0.07 0.01
C -4.846702 -0.689522 -0.596179 -0.39 0.54 0.65
H -3.619551 -0.628949 2.749063 0.18 0.45 -0.82
H -3.902317 -0.164823 -0.889562 -0.71 -0.64 0.02
C 2.136601 1.201375 6.181128 -0.12 -0.27 -0.01
C 7.178808 7.208315 8.600448 0.02 0.23 -0.07
H -12.472165 2.191569 -5.325720 0.04 0.01 -0.07
C -6.561491 -0.798258 -2.539709 -0.96 0.77 2.04
F 5.344811 -2.035309 -4.524544 -0.81 -0.20 0.36
C -4.923339 -0.667610 0.988005 0.36 -0.04 0.15
C 0.271859 -4.831529 -1.015384 1.47 -0.29 1.43
C -10.472460 2.670468 -8.007627 0.00 -0.27 0.52
H -1.806260 -0.931332 0.257241 -0.59 -0.34 0.58